C47H50N2OP2SSiTi | wB97M-V/def2-TZVPD

```
! wB97M-V def2-TZVPD RIJCOSX def2/J DEFGRID3
* xyz 2 3
Ti -0.12 0.28 0.01
O -0.92 0.54 3.30
S 0.08 -0.01 2.42
C 0.12 -1.82 2.73
C 0.64 -2.37 3.89
C 0.54 -3.74 4.11
C -0.06 -4.55 3.16
C -0.58 -4.00 2.00
C -0.49 -2.63 1.78
P -1.33 -1.79 0.40
C -1.37 -3.10 -0.87
C -2.50 -3.42 -1.62
C -2.39 -4.33 -2.66
C -1.17 -4.91 -2.96
C -0.04 -4.60 -2.22
C -0.14 -3.68 -1.18
C -3.01 -1.60 1.06
C -3.42 -2.27 2.21
C -4.70 -2.06 2.71
C -5.57 -1.20 2.06
C -5.16 -0.53 0.92
C -3.89 -0.73 0.41
C 1.72 0.23 3.12
C 1.90 0.46 4.47
C 3.19 0.41 5.00
C 4.26 0.09 4.17
C 4.08 -0.09 2.81
C 2.80 -0.02 2.27
P 2.40 0.07 0.49
C 3.93 -0.51 -0.30
C 4.61 0.28 -1.23
C 5.75 -0.20 -1.84
C 6.21 -1.48 -1.55
C 5.52 -2.29 -0.67
C 4.38 -1.81 -0.05
C 2.53 1.90 0.47
C 1.34 2.58 0.23
C 1.29 3.96 0.31
C 2.43 4.67 0.64
C 3.62 4.00 0.90
C 3.68 2.62 0.82
H 1.10 -1.74 4.64
H 0.94 -4.17 5.01
H -0.17 -5.61 3.35
H -1.08 -4.63 1.27
H -3.46 -2.99 -1.38
H -3.27 -4.60 -3.23
H -1.09 -5.62 -3.77
H 0.91 -5.06 -2.43
H 0.73 -3.43 -0.58
H -2.76 -2.94 2.73
H -5.01 -2.57 3.60
H -6.55 -1.04 2.46
H -5.84 0.14 0.42
H -3.57 -0.18 -0.46
H 1.04 0.67 5.09
H 3.35 0.59 6.05
H 5.25 0.02 4.60
H 4.93 -0.31 2.18
H 4.25 1.27 -1.45
H 6.29 0.42 -2.53
H 7.11 -1.84 -2.03
H 5.87 -3.29 -0.46
H 3.84 -2.43 0.66
H 0.42 2.02 0.01
H 0.36 4.47 0.12
H 2.39 5.75 0.71
H 4.50 4.56 1.17
H 4.60 2.11 1.04
C 0.92 -0.68 -4.13
C 0.82 -0.70 -2.59
N -0.17 0.28 -2.14
C 0.15 1.58 -2.73
C -0.06 1.52 -4.26
N -0.22 0.10 -4.65
C -1.49 -0.43 -4.10
C -1.51 -0.09 -2.60
H 0.88 -1.70 -4.53
H 1.85 -0.22 -4.46
H 1.79 -0.44 -2.15
H 0.53 -1.69 -2.22
H 1.19 1.83 -2.50
H -0.50 2.34 -2.27
H 0.78 1.95 -4.80
H -0.96 2.07 -4.56
H -0.24 0.03 -5.67
H -1.53 -1.51 -4.26
H -2.33 0.03 -4.62
H -1.86 -0.96 -2.03
H -2.17 0.75 -2.38
C -5.14 3.77 -0.16
Si -3.33 4.09 0.34
C -2.52 5.35 -0.86
C -3.15 4.63 2.16
C -2.35 2.52 0.11
C -1.70 1.49 0.02
H -5.71 4.69 -0.19
H -5.62 3.11 0.56
H -5.22 3.31 -1.14
H -3.16 6.21 -1.00
H -2.33 4.92 -1.84
H -1.57 5.72 -0.48
H -3.70 5.55 2.36
H -2.11 4.80 2.42
H -3.53 3.86 2.82
*
```

## Properties
**HOMO (spin up / spin down)**: -11.71 / -13.30 eV
**ΔE to the lowest compared entry with this formula, charge and spin**: 10.2 kcal per mole
**E_tot**: -4225.03424 hartree

***

C3H4N4O | wB97M-V/def2-TZVPD

```
! wB97M-V def2-TZVPD RIJCOSX def2/J DEFGRID3
* xyz 0 1
H -3.63 -1.04 0.60
N -3.31 -0.15 0.10
C -1.97 -0.01 -0.33
N -1.50 1.46 -0.12
N -0.30 1.32 -0.05
N 0.13 0.08 -0.18
C 1.32 -0.47 -0.12
C 2.52 0.22 0.07
O -0.95 -0.82 -0.13
H 1.39 -1.47 -0.03
H 3.34 -0.54 -0.12
H 2.97 1.40 0.31
*
```

## Properties
**SMILES string**: [H]/N=c1/nnn(C=C)o1
**HOMO**: -8.69 eV
**ΔE to the lowest compared entry with this formula, charge and spin**: 172.5 kcal per mole
**E_tot**: -410.72836 hartree

***

C6H14S4 | wB97M-V/def2-TZVPD

```
! wB97M-V def2-TZVPD RIJCOSX def2/J DEFGRID3
* xyz 0 1
C -1.62 0.59 -3.50
C -1.46 0.20 -2.03
C -2.21 1.31 -1.23
S -2.21 1.02 0.55
S -0.47 1.77 1.15
S 1.09 0.41 1.54
S 2.03 -0.15 -0.18
C 1.13 -1.76 -0.55
C 1.71 -3.00 0.01
C 1.66 -3.03 1.57
H -1.43 1.67 -3.62
H -2.71 0.47 -3.76
H -0.96 -0.03 -4.19
H -0.40 0.10 -1.72
H -1.89 -0.83 -1.86
H -1.90 2.35 -1.43
H -3.28 1.13 -1.44
H 1.03 -1.82 -1.67
H 0.14 -1.64 -0.19
H 1.10 -3.92 -0.27
H 2.74 -3.08 -0.43
H 0.69 -3.08 1.98
H 2.23 -2.16 1.98
H 2.22 -3.92 2.06
*
```

## Properties
**SMILES string**: CCCSSSSCCC
**HOMO**: -8.67 eV
**ΔE to the lowest compared entry with this formula, charge and spin**: 4.3 kcal per mole
**E_tot**: -1829.75626 hartree

***

C26H45Br2F2NP | wB97M-V/def2-TZVPD

```
! wB97M-V def2-TZVPD RIJCOSX def2/J DEFGRID3
* xyz 1 1
C 0.89 -2.93 5.95
C 0.20 -2.09 4.87
C -1.25 -2.54 4.68
C -2.07 -1.86 3.55
C -1.41 -0.64 2.90
C -2.30 0.00 1.81
C -1.44 0.70 0.74
C -1.10 -0.26 -0.39
C -0.12 0.30 -1.43
C 1.34 0.01 -1.03
P 2.54 1.14 -1.73
C 2.60 1.18 -3.55
C 1.86 0.09 -4.35
C 0.44 0.48 -4.77
F 1.83 -1.12 -3.66
N 2.06 2.68 -1.33
C 1.54 2.94 0.05
C 1.80 4.39 0.46
C 0.71 5.37 0.00
C 0.85 6.72 0.71
C 4.20 0.83 -1.03
Br 4.87 2.19 0.10
C 4.92 -0.28 -1.27
C 4.48 -1.41 -2.15
Br 6.61 -0.54 -0.49
H 0.50 -3.94 5.95
H 0.73 -2.49 6.94
H 1.97 -2.97 5.78
H 0.24 -1.04 5.14
H 0.76 -2.20 3.94
H -1.77 -2.35 5.63
H -1.24 -3.61 4.49
H -2.25 -2.58 2.75
H -3.03 -1.55 3.95
H -1.13 0.11 3.63
H -0.49 -0.97 2.41
H -2.89 -0.78 1.34
H -2.95 0.74 2.28
H -1.95 1.58 0.33
H -0.52 1.02 1.23
H -0.69 -1.19 0.02
H -2.01 -0.51 -0.92
H -0.27 1.36 -1.61
H -0.32 -0.23 -2.36
H 1.61 -1.01 -1.32
H 1.44 0.05 0.05
H 2.15 2.13 -3.83
H 3.65 1.22 -3.83
H 2.44 -0.08 -5.26
H -0.24 -0.35 -4.62
H 0.43 0.70 -5.84
H 0.09 1.37 -4.26
H 2.80 3.34 -1.53
H 0.47 2.80 0.02
H 2.01 2.29 0.78
H 1.87 4.43 1.55
H 2.77 4.73 0.08
H 0.82 5.54 -1.07
H -0.27 4.95 0.22
H -0.03 7.34 0.54
H 1.72 7.26 0.34
H 0.96 6.58 1.78
H 5.31 -2.09 -2.32
H 4.20 -1.03 -3.13
H 3.67 -1.98 -1.71
F -2.64 -2.06 -2.59
C -3.60 -2.79 -1.97
C -3.25 -3.96 -1.34
C -4.24 -4.69 -0.70
C -5.56 -4.24 -0.70
C -5.88 -3.05 -1.34
C -4.90 -2.31 -1.98
H -2.23 -4.30 -1.36
H -3.99 -5.62 -0.20
H -6.32 -4.81 -0.20
H -6.90 -2.70 -1.34
H -5.13 -1.38 -2.48
*
```

## Properties
**HOMO**: -11.23 eV
**E_tot**: -6761.33296 hartree

***

C46H101NO13P | wB97M-V/def2-TZVPD

```
! wB97M-V def2-TZVPD RIJCOSX def2/J DEFGRID3
* xyz 1 1
C -6.30 1.12 -2.32
C -5.68 -0.28 -1.85
C -6.69 -1.48 -1.76
C -6.23 -2.91 -1.33
C -4.73 -3.10 -0.93
C -3.68 -1.93 -1.00
C -4.17 -0.51 -1.48
C -3.18 0.73 -1.63
N -2.85 1.40 -0.29
C -4.01 1.43 0.66
C -3.86 2.46 1.88
C -3.34 1.77 3.26
C -2.79 2.98 4.19
O -1.83 2.85 4.99
O -3.07 3.64 1.60
C -1.78 3.28 1.00
C -2.16 2.72 -0.49
P -3.19 4.07 -1.31
O -2.61 5.42 -0.82
O -3.07 3.99 -3.00
O -4.84 4.06 -0.92
H -5.63 1.73 -3.01
H -6.61 1.81 -1.46
H -7.25 0.87 -2.92
H -7.79 -1.31 -2.05
H -7.02 -3.73 -1.32
H -4.44 -4.16 -0.58
H -2.58 -2.10 -0.72
H -3.64 1.44 -2.39
H -2.19 0.34 -2.09
H -2.14 0.76 0.14
H -4.08 0.37 1.13
H -4.99 1.65 0.10
H -4.93 2.84 2.12
H -2.56 0.95 3.10
H -4.28 1.36 3.83
H -3.27 4.03 4.12
H -1.06 4.16 0.93
H -1.29 2.39 1.55
H -1.20 2.50 -1.10
H -3.99 3.90 -3.37
H -5.16 4.94 -0.62
C 3.65 1.29 -2.72
C 2.38 0.78 -2.06
O 1.20 1.42 -2.53
C 0.92 1.28 -3.92
C 0.75 -0.16 -4.37
H 3.75 2.37 -2.58
H 4.52 0.80 -2.29
H 3.65 1.10 -3.79
H 2.43 0.99 -0.98
H 2.29 -0.31 -2.16
H 1.69 1.79 -4.51
H -0.01 1.82 -4.11
H 1.65 -0.75 -4.22
H 0.49 -0.20 -5.43
H -0.05 -0.64 -3.79
C 3.73 5.37 4.71
C 2.90 5.11 3.47
O 2.17 3.89 3.51
C 1.23 3.77 4.57
C 0.14 4.83 4.55
H 4.43 4.55 4.88
H 4.30 6.30 4.60
H 3.11 5.47 5.60
H 3.57 5.04 2.60
H 2.23 5.95 3.26
H 1.74 3.75 5.54
H 0.76 2.79 4.46
H 0.55 5.83 4.67
H -0.58 4.66 5.35
H -0.39 4.81 3.59
C -6.95 -0.39 6.94
C -6.82 0.89 6.14
O -6.67 0.68 4.74
C -7.73 -0.01 4.09
C -9.07 0.70 4.19
H -6.08 -1.03 6.77
H -7.02 -0.17 8.01
H -7.83 -0.96 6.66
H -5.92 1.43 6.47
H -7.66 1.56 6.33
H -7.80 -1.04 4.46
H -7.45 -0.08 3.03
H -9.40 0.79 5.23
H -9.84 0.15 3.64
H -9.00 1.71 3.78
C 7.32 4.03 9.36
C 6.07 3.52 10.05
O 4.88 4.17 9.63
C 4.56 4.07 8.25
C 4.36 2.65 7.77
H 7.44 5.10 9.52
H 8.21 3.52 9.75
H 7.29 3.86 8.28
H 6.16 3.69 11.12
H 5.97 2.43 9.92
H 5.31 4.59 7.65
H 3.63 4.63 8.11
H 5.26 2.05 7.88
H 4.07 2.63 6.72
H 3.57 2.16 8.36
C -3.93 -7.64 1.20
C -2.70 -6.86 0.76
O -2.70 -5.51 1.19
C -2.73 -5.29 2.60
C -1.54 -5.90 3.33
H -4.84 -7.15 0.85
H -3.90 -8.66 0.81
H -4.00 -7.71 2.29
H -2.68 -6.84 -0.33
H -1.78 -7.36 1.08
H -3.68 -5.65 3.01
H -2.72 -4.21 2.74
H -1.51 -6.98 3.22
H -1.60 -5.66 4.39
H -0.61 -5.50 2.93
C -3.56 -0.09 -8.23
C -3.12 -0.15 -6.78
O -1.85 0.44 -6.54
C -1.72 1.82 -6.86
C -2.67 2.71 -6.08
H -2.82 -0.57 -8.87
H -4.52 -0.59 -8.36
H -3.67 0.94 -8.58
H -3.04 -1.19 -6.48
H -3.88 0.30 -6.12
H -1.83 1.97 -7.94
H -0.70 2.11 -6.61
H -3.72 2.48 -6.29
H -2.50 3.76 -6.33
H -2.51 2.58 -5.00
C 8.45 -2.93 -3.40
C 8.02 -1.70 -2.63
O 6.62 -1.64 -2.38
C 6.07 -2.71 -1.62
C 6.67 -2.84 -0.23
H 7.92 -2.99 -4.35
H 9.52 -2.90 -3.60
H 8.24 -3.85 -2.85
H 8.26 -0.81 -3.21
H 8.57 -1.61 -1.69
H 6.15 -3.65 -2.17
H 5.00 -2.51 -1.52
H 7.74 -3.06 -0.27
H 6.19 -3.65 0.32
H 6.55 -1.91 0.33
C 7.74 -7.01 -8.31
C 7.11 -6.26 -7.15
O 7.87 -5.13 -6.73
C 8.07 -4.11 -7.69
C 6.79 -3.50 -8.22
H 8.76 -7.33 -8.05
H 7.15 -7.89 -8.57
H 7.82 -6.38 -9.21
H 7.05 -6.93 -6.29
H 6.08 -5.96 -7.38
H 8.70 -4.49 -8.51
H 8.66 -3.33 -7.20
H 6.17 -4.23 -8.74
H 7.01 -2.69 -8.93
H 6.19 -3.09 -7.40
*
```

## Properties
**HOMO**: -10.68 eV
**E_tot**: -3186.97554 hartree

***

C5H16N2O | wB97M-V/def2-TZVPD

```
! wB97M-V def2-TZVPD RIJCOSX def2/J DEFGRID3
* xyz 0 1
C -2.26 -1.02 1.20
N -1.63 0.04 1.93
C -0.56 0.97 1.37
C 0.81 0.22 1.13
C 0.92 -0.76 -0.08
C 1.47 -0.13 -1.34
N 2.69 0.61 -1.41
H -3.12 -0.77 0.68
H -1.58 -1.53 0.45
H -2.51 -1.87 1.86
H -1.45 -0.31 2.91
H -0.38 1.76 2.09
H -0.96 1.33 0.40
H 0.93 -0.44 2.00
H 1.60 1.05 1.07
H -0.05 -1.25 -0.31
H 1.62 -1.61 0.11
H 1.40 -0.95 -2.16
H 0.53 0.50 -1.51
H 2.94 1.11 -0.54
H 3.47 0.15 -1.75
O -1.50 0.86 -2.36
H -1.84 1.33 -3.15
H -0.56 0.71 -2.59
*
```

## Properties
**SMILES string**: CNCCCCN.O
**HOMO**: -8.11 eV
**ΔE to the lowest compared entry with this formula, charge and spin**: 48.9 kcal per mole
**E_tot**: -384.78008 hartree

***

C9H15N3 | wB97M-V/def2-TZVPD

```
! wB97M-V def2-TZVPD RIJCOSX def2/J DEFGRID3
* xyz 0 1
C -0.07 2.13 -2.29
C 1.67 2.35 -0.51
C 0.97 2.78 -1.62
C 0.24 -0.78 0.04
C 2.85 3.12 -0.07
C -1.94 -1.70 -0.88
C -0.51 -2.94 0.73
C -1.01 1.40 0.26
C -1.05 -1.55 0.35
N -0.95 1.48 -2.67
N 1.42 1.23 0.11
N 0.25 0.56 0.11
H 1.39 3.76 -2.02
H 1.25 -1.21 -0.04
H 3.58 2.50 0.48
H 2.49 3.85 0.71
H 3.43 3.72 -0.81
H -2.41 -0.70 -1.03
H -2.67 -2.45 -0.82
H -1.28 -2.00 -1.71
H -1.14 -3.35 1.48
H 0.48 -2.91 1.26
H -0.61 -3.47 -0.26
H -1.73 1.10 -0.50
H -1.27 1.35 1.24
H -0.79 2.37 -0.06
H -1.69 -1.04 1.26
*
```

## Properties
**HOMO (spin up / spin down)**: -7.42 / -7.42 eV
**ΔE to the lowest compared entry with this formula, charge and spin**: 91.8 kcal per mole
**E_tot**: -516.05537 hartree